{
  "formula": "C27H28BrN3ORuS2",
  "method": "ωB97M-V with the def2-TZVPD basis set",
  "elements": ["Ru", "C", "C", "C", "C", "C", "C", "C", "Br", "C", "O", "C", "C", "C", "C", "C", "C", "H", "H", "H", "H", "H", "H", "H", "H", "H", "H", "H", "H", "H", "H", "H", "H", "H", "H", "H", "H", "S", "C", "N", "C", "C", "C", "C", "C", "C", "S", "H", "H", "H", "H", "N", "C", "C", "C", "C", "N", "C", "C", "H", "H", "H", "H"],
  "coordinates": [[-1.63447, 0.13907, -1.64866], [2.72414, 1.26206, 4.45013], [3.16033, 0.02286, 3.65141], [4.67927, 0.05211, 3.49629], [2.76599, -1.24731, 4.42006], [2.43755, 0.04342, 2.30620], [1.03537, -0.01343, 2.28307], [0.40077, 0.05815, 1.07716], [-1.48577, 0.00103, 1.00472], [1.05749, 0.20332, -0.16799], [0.36358, 0.38558, -1.28174], [2.47380, 0.17891, -0.15425], [3.10061, 0.12345, 1.09162], [3.34638, 0.20341, -1.41209], [4.26875, -1.03029, -1.38041], [2.59275, 0.17621, -2.74452], [4.20649, 1.47897, -1.37761], [3.22415, 1.26254, 5.42088], [1.64784, 1.27475, 4.62759], [2.99611, 2.17947, 3.92557], [5.13797, 0.04463, 4.48595], [5.01855, 0.95500, 2.98536], [5.04888, -0.82152, 2.95578], [3.28980, -1.26718, 5.37781], [3.04214, -2.14393, 3.86264], [1.69608, -1.28817, 4.62765], [0.46308, -0.10659, 3.19615], [4.17877, 0.13476, 1.10911], [3.68591, -1.95321, -1.38045], [4.92372, -1.04093, -0.51013], [4.89983, -1.02716, -2.27085], [1.93412, -0.68816, -2.83142], [3.33238, 0.11363, -3.54452], [2.00106, 1.07703, -2.90343], [4.86087, 1.50980, -0.50630], [3.57943, 2.37246, -1.36780], [4.83398, 1.51407, -2.27050], [-1.95284, -0.41297, -3.95406], [-2.84843, -1.62389, -3.14172], [-2.84641, -1.57878, -1.83732], [-3.60746, -2.60369, -1.26120], [-3.80578, -2.83814, 0.09185], [-4.59630, -3.90704, 0.46799], [-5.18417, -4.73755, -0.48920], [-4.98756, -4.50968, -1.83818], [-4.19226, -3.43316, -2.21196], [-3.76713, -2.90064, -3.82426], [-3.34102, -2.19491, 0.82673], [-4.76224, -4.10555, 1.51782], [-5.79893, -5.56814, -0.17170], [-5.44017, -5.14968, -2.58329], [-6.04795, 6.20158, -1.76477], [-5.36184, 5.28409, -1.73612], [-4.50100, 4.12512, -1.70009], [-4.67965, 3.15166, -0.72436], [-3.84172, 2.05829, -0.72810], [-2.86613, 1.90302, -1.63396], [-2.70321, 2.83970, -2.57736], [-3.49406, 3.96694, -2.64305], [-5.45539, 3.24703, 0.02101], [-3.95520, 1.27465, 0.00699], [-1.91761, 2.66715, -3.30007], [-3.33327, 4.70577, -3.41414]],
  "atomic_forces_ev_per_a": [[1.222, 0.158, 1.348], [0.119, -0.070, 0.074], [-0.214, 0.025, -0.049], [-0.003, -0.018, 0.043], [0.123, 0.047, 0.051], [-0.267, -0.023, 0.059], [0.371, -0.013, 0.212], [0.691, 0.212, -0.794], [-0.445, 0.143, -0.290], [0.406, 0.134, 1.125], [-2.199, -0.620, -1.310], [-0.724, 0.004, -0.187], [-0.095, -0.082, 0.020], [0.207, 0.082, 0.144], [-0.034, 0.054, -0.086], [0.029, -0.004, -0.069], [0.000, -0.060, -0.120], [-0.031, 0.037, 0.002], [0.006, -0.005, -0.004], [-0.009, -0.001, -0.006], [0.005, -0.002, -0.013], [0.001, -0.010, -0.012], [0.002, 0.014, -0.014], [-0.032, -0.032, 0.002], [-0.006, 0.005, -0.006], [0.002, 0.006, -0.010], [0.014, 0.005, 0.005], [0.052, 0.011, -0.048], [-0.005, 0.005, 0.001], [-0.006, 0.006, 0.014], [0.014, -0.020, 0.018], [0.037, 0.018, 0.006], [0.014, 0.013, -0.009], [0.029, -0.039, 0.008], [-0.011, 0.001, 0.009], [-0.002, -0.008, 0.006], [0.019, 0.027, 0.024], [0.454, 0.594, 0.233], [-0.336, -0.558, -0.798], [0.228, 0.989, 0.308], [0.115, 0.307, 0.301], [0.030, 0.084, 0.145], [-0.010, -0.007, -0.034], [0.026, 0.041, 0.004], [0.000, -0.012, -0.059], [-0.011, -0.024, -0.191], [-0.054, -0.104, -0.027], [-0.020, -0.056, 0.018], [0.010, 0.007, 0.003], [0.000, -0.003, -0.011], [0.005, -0.005, 0.007], [-0.095, 0.131, 0.000], [0.233, -0.307, 0.001], [-0.166, 0.203, -0.001], [0.018, 0.042, 0.007], [-0.032, -0.077, 0.076], [0.066, -1.102, -0.020], [0.219, -0.120, -0.126], [0.008, 0.052, 0.052], [0.003, -0.033, 0.002], [0.015, -0.001, -0.022], [-0.009, -0.016, 0.006], [0.025, -0.027, -0.017]],
  "lumo_ev": [-4.83, -4.80],
  "gap_ev": [5.99, 6.07],
  "e_above_lowest_kj_mol": 100.9,
  "charge": 1,
  "multiplicity": 2
}